A:
This record from the Open Molecules 2025 dataset describes an isolated molecule of C6H9NO4. The level of theory is ωB97M-V/def2-TZVPD.

Charge: 0
SMILES: C#C[C@](O)(ON)C(=O)OCC
Gap between HOMO and LUMO, eV: 10.53

Last column: natural (NBO) charge in e.
Atoms and positions in Å:
C: 1.64467 -2.34863 -0.86701  -0.195
C: 1.47667 -1.17572 -0.79665  -0.077
C: -0.17737 0.83441 -0.62167  0.795
C: -3.14422 -0.35655 0.98895  -0.638
C: -2.34616 0.47886 -0.05664  -0.088
C: 1.47939 0.26516 -0.61124  0.397
N: 2.97616 0.23239 1.28297  -0.503
O: -0.35354 1.86913 -1.23035  -0.605
O: 2.25775 0.85281 -1.55050  -0.692
O: -1.05132 0.01986 -0.15986  -0.480
O: 1.77769 0.66184 0.73183  -0.410
H: 2.09764 -3.36033 -0.84969  0.253
H: -3.68201 -1.26559 0.60002  0.222
H: -2.47005 -0.39616 1.97240  0.225
H: -3.98542 0.16988 1.36147  0.218
H: -2.33306 1.48582 0.38569  0.192
H: -2.88720 0.58688 -1.06843  0.196
H: 3.63683 0.38301 0.46009  0.341
H: 2.86102 -0.80069 1.53557  0.340
H: 2.22252 1.86360 -1.50695  0.510

=====

B:
This record from the Open Molecules 2025 dataset describes a cluster of 2 separate species, C6H9NO4 in total. The level of theory is ωB97M-V/def2-TZVPD.

Charge: 0
Gap between HOMO and LUMO (spin up / spin down), eV: 7.45 / 7.44

Last column: natural (NBO) charge in e.
Atoms and positions in Å:
C: -1.69679 -0.00358 1.19390  -0.347
C: -0.55484 -0.35295 1.86377  -0.408
C: -1.70900 -0.65433 -0.01245  0.368
C: 0.09789 -1.24190 1.00844  0.423
C: 1.12240 2.03530 -0.35609  -0.726
C: 1.29069 0.72664 -1.00527  0.387
N: -0.52588 -1.31257 -0.17605  -0.566
O: -2.62962 -0.60549 -1.08670  -0.692
O: 1.30653 -1.79429 1.31664  -0.669
O: 0.97337 -0.95374 -2.34234  -0.540
O: 0.70639 0.31569 -2.05081  -0.107
H: -2.48441 0.71108 1.59452  0.226
H: -0.41294 0.09544 2.89991  0.239
H: 0.72306 2.86549 -0.94781  0.256
H: 2.19530 2.25245 -0.03793  0.246
H: 0.65170 1.67098 0.57158  0.290
H: 2.05273 -0.02174 -0.58543  0.196
H: -2.64081 0.30307 -1.42479  0.481
H: 1.70657 -2.18731 0.54587  0.480
H: -0.17236 -1.84824 -0.96897  0.462

=====

Energetically preferred structure: A | next structure: +0.0287 hartree

=====

A:
This record from the Open Molecules 2025 dataset describes an isolated molecule of C24H26N2O4S. The level of theory is ωB97M-V/def2-TZVPD.

Charge: 0
SMILES: CCOc1ccc(CC(=O)Nc2sc(Cc3ccccc3)cc2C(N)=O)cc1OCC
Gap between HOMO and LUMO, eV: 8.52

Last column: natural (NBO) charge in e.
Atoms and positions in Å:
C: -5.19139 -4.80192 -0.93971  -0.638
C: -4.93526 -3.64560 0.02373  -0.060
H: -4.11412 -3.88577 0.71125  0.168
H: -5.83376 -3.45433 0.61750  0.193
O: -4.69403 -2.42474 -0.64090  -0.485
C: -3.49300 -2.21260 -1.24749  0.248
C: -2.38217 -3.03264 -1.16468  -0.278
C: -1.19948 -2.69808 -1.81161  -0.224
C: -1.11705 -1.54385 -2.56408  -0.025
C: -2.22651 -0.70429 -2.64760  -0.311
C: -3.40834 -1.01813 -2.00247  0.344
O: -4.53602 -0.26163 -2.02509  -0.500
C: -4.51751 0.96705 -2.72190  -0.063
C: -5.88174 1.61499 -2.54371  -0.617
H: -6.65496 0.96329 -2.94068  0.214
H: -5.91120 2.56715 -3.06588  0.212
H: -6.07751 1.77815 -1.48769  0.215
H: -3.73091 1.62026 -2.31861  0.174
H: -4.31630 0.79485 -3.78903  0.169
H: -2.14076 0.20241 -3.22517  0.224
C: 0.16332 -1.13613 -3.24625  -0.508
C: 0.81484 -0.06238 -2.40120  0.701
O: 0.91768 1.10686 -2.71670  -0.606
N: 1.26185 -0.51078 -1.19955  -0.632
C: 1.82872 0.33071 -0.28481  0.070
C: 2.29939 -0.04627 0.95666  -0.272
C: 2.82764 1.07222 1.66356  -0.237
C: 2.75194 2.23208 0.96769  -0.197
S: 2.02127 2.00926 -0.60576  0.503
C: 3.18920 3.59637 1.40110  -0.457
C: 4.24559 3.51380 2.46814  -0.030
C: 5.54858 3.16728 2.13145  -0.153
C: 6.52222 3.05718 3.10728  -0.224
C: 6.20451 3.29023 4.43523  -0.221
C: 4.90887 3.63332 4.78015  -0.209
C: 3.93553 3.74258 3.80162  -0.212
H: 2.92461 4.00902 4.07623  0.210
H: 4.65460 3.81679 5.81405  0.213
H: 6.96464 3.20594 5.19784  0.213
H: 7.53215 2.79007 2.83233  0.213
H: 5.79663 2.98259 1.09623  0.205
H: 3.57383 4.13402 0.53096  0.226
H: 2.32298 4.15100 1.77553  0.224
H: 3.25265 1.02008 2.65084  0.215
C: 2.21628 -1.44138 1.38836  0.670
O: 1.72615 -2.32473 0.68849  -0.669
N: 2.71170 -1.72448 2.61398  -0.805
H: 3.12672 -1.02304 3.19798  0.396
H: 2.67319 -2.67580 2.93788  0.406
H: 1.17808 -1.47824 -0.86738  0.464
H: 0.83757 -1.98861 -3.33417  0.232
H: -0.03535 -0.72319 -4.23547  0.240
H: -0.34924 -3.35734 -1.72165  0.213
H: -2.41095 -3.94296 -0.58803  0.217
H: -4.31870 -4.99058 -1.55997  0.213
H: -6.02775 -4.55809 -1.58978  0.215
H: -5.42893 -5.70201 -0.37905  0.213

=====

B:
This record from the Open Molecules 2025 dataset describes a cluster of 2 separate species, C24H26N2O4S in total. The level of theory is ωB97M-V/def2-TZVPD.

Charge: 0
Gap between HOMO and LUMO, eV: 3.28

Last column: natural (NBO) charge in e.
Atoms and positions in Å:
C: -2.24968 -6.28647 2.82597  -0.262
O: -1.77667 -5.06478 3.43369  -0.465
C: -1.05843 -4.19112 2.68565  0.394
C: -0.54051 -3.05402 3.35718  -0.269
C: 0.26067 -2.16593 2.69461  -0.067
C: 0.60945 -2.35297 1.32041  -0.192
C: 1.51299 -1.43726 0.71482  0.122
C: 2.38723 -1.71379 -0.36214  -0.201
C: 3.19441 -0.66245 -0.89458  -0.012
C: 3.94449 -0.88304 -2.02610  -0.127
C: 3.92413 -2.14905 -2.66585  0.425
O: 4.55996 -2.17153 -3.86428  -0.445
C: 5.05938 -0.79811 -4.11567  -0.066
C: 4.78675 0.03110 -2.85615  -0.462
C: 3.25337 -3.24589 -2.09448  -0.293
C: 2.55586 -3.02735 -0.93070  -0.084
C: 0.01180 -3.45925 0.64633  -0.111
C: -0.78930 -4.37066 1.30890  -0.281
H: -2.83022 -6.76445 3.61246  0.217
H: -2.88868 -6.08053 1.95487  0.191
H: -1.40551 -6.92775 2.53195  0.188
H: -0.77716 -2.92989 4.41026  0.247
H: 0.67240 -1.30188 3.21352  0.238
H: 1.62343 -0.46107 1.19750  0.241
H: 3.18791 0.32006 -0.41727  0.238
H: 6.12243 -0.86516 -4.36286  0.205
H: 4.52183 -0.40199 -4.98333  0.204
H: 4.27077 0.97175 -3.08090  0.255
H: 5.72932 0.28302 -2.34711  0.233
H: 3.31713 -4.21776 -2.56942  0.244
H: 2.10137 -3.87853 -0.42752  0.228
H: 0.17625 -3.58926 -0.42252  0.225
H: -1.19311 -5.23330 0.77894  0.227
C: -0.98030 5.84224 -1.72784  -0.633
C: -1.51217 4.53454 -2.23715  -0.215
N: -1.68260 3.51433 -1.15049  -0.459
C: -0.54651 2.72122 -0.83485  0.627
O: 0.50504 2.89567 -1.47939  -0.724
C: -0.70268 1.78057 0.19552  -0.562
C: -1.81249 1.84930 1.05340  0.618
O: -1.91469 1.22341 2.12546  -0.723
N: -2.87946 2.69484 0.64627  -0.456
C: -4.05113 2.79744 1.57478  -0.216
C: -3.86645 3.86042 2.61804  -0.633
C: -2.73882 3.69849 -0.28718  0.334
S: -3.73394 5.04960 -0.33399  -0.298
H: -0.87386 6.52065 -2.57842  0.201
H: -1.65408 6.31177 -0.99967  0.234
H: -0.00172 5.71202 -1.25771  0.213
H: -2.51186 4.65989 -2.66185  0.214
H: -0.84187 4.08659 -2.97112  0.225
H: 0.09585 1.09928 0.41824  0.182
H: -4.90082 3.03219 0.92852  0.215
H: -4.17531 1.81097 2.02233  0.225
H: -4.74654 3.85851 3.26613  0.201
H: -2.97916 3.66378 3.22649  0.213
H: -3.76846 4.86156 2.17827  0.233

=====

Energetically preferred structure: A | next structure: +0.1288 hartree